Record 1
Formula: C5H10O
Source: the OMol25 dataset
Level of theory: the ωB97M-V functional and the def2-TZVPD basis

Structure (XYZ):
```
16
Properties=species:S:1:pos:R:3:forces:R:3
O 1.5473 0.5806 0.9089 -1.2 -0.7 -1.6
C -0.7629 -0.9321 1.1858 -1.0 -0.2 -2.1
C 0.3544 -0.2634 -1.0977 0.1 -0.4 0.9
C -0.9128 -0.5069 -0.3469 0.7 -0.9 2.0
C -1.6600 0.8721 -0.2870 0.4 0.6 -0.2
C 1.6243 0.1705 -0.4952 1.0 -0.2 2.8
H 2.4668 -0.6123 -0.4604 -1.2 0.5 -1.0
H -1.4461 -1.3045 -0.8814 -0.2 0.2 -0.2
H 0.4034 -0.5035 -2.1550 -0.1 0.2 -0.1
H 0.7482 0.0034 1.3185 0.6 0.8 -0.3
H -2.3993 1.0236 0.5229 0.2 -0.8 -0.6
H -1.8214 -0.8145 1.4689 0.6 0.5 0.9
H 2.0723 1.0311 -1.0650 -0.5 -0.6 0.3
H -0.4831 -1.9606 1.5094 0.4 0.6 -1.0
H -0.8380 1.5168 -0.0052 0.0 0.7 0.2
H -2.0531 1.2517 -1.2385 0.1 -0.4 0.1
```
Positions in Å, forces in eV/Å.

- Frontier orbital gap: 5.18 eV
- Energy above the lowest of the compared OMol25 structures with the same formula, charge and spin: 6.2688 eV
- Electronic energy: -7388.4965 eV
- E_HOMO: -7.02 eV

These are the natural (NBO) partial charges, in e, on atoms 1 to 2: O -0.751; C -0.715

Record 2
Formula: C5H10O
Source: the OMol25 dataset
Level of theory: the ωB97M-V functional and the def2-TZVPD basis

Structure (XYZ):
```
16
Properties=species:S:1:pos:R:3:forces:R:3
O -1.0175 -0.3386 -1.1123 -0.2 0.2 0.1
C -1.2617 -1.7046 -0.9570 0.2 -0.5 0.0
C 0.9320 1.3306 1.0252 0.2 0.1 0.2
C 0.1088 0.0252 1.1369 0.0 -0.1 0.1
C 0.6219 1.3944 -0.4885 0.2 -0.2 -0.1
C 0.1493 -0.0761 -0.4107 0.5 -0.2 0.0
H -1.6036 -1.9370 0.0652 0.0 0.0 -0.2
H 1.9955 1.1750 1.2092 -0.1 0.0 0.1
H -0.8894 0.1837 1.5630 0.1 0.0 -0.3
H 0.8362 -0.9686 -0.6950 0.0 2.0 0.3
H 1.4415 1.6054 -1.1765 0.0 0.0 0.1
H 0.5783 -0.8214 1.6433 0.0 0.2 0.1
H -0.1853 2.1117 -0.7067 0.0 -0.6 0.0
H 0.5904 2.1685 1.6393 0.1 -0.1 -0.1
H -0.2318 -2.1975 -1.0699 -1.8 -0.3 -0.4
H -2.0647 -1.9507 -1.6655 0.6 -0.4 0.1
```
Positions in Å, forces in eV/Å.

- Frontier orbital gap: 10.78 eV
- Energy above the lowest of the compared OMol25 structures with the same formula, charge and spin: 1.8068 eV
- Electronic energy: -7392.9585 eV
- SMILES: COC1CCC1
- E_HOMO: -9.57 eV

These are the natural (NBO) partial charges, in e, on atoms 1 to 2: O -0.520; C -0.253

Record 3
Formula: C5H10O
Source: the OMol25 dataset
Level of theory: the ωB97M-V functional and the def2-TZVPD basis

Structure (XYZ):
```
16
Properties=species:S:1:pos:R:3:forces:R:3
O -1.7203 -1.5959 -0.9761 1.3 0.2 1.6
C -2.2618 -1.2180 0.1317 -4.4 0.2 0.0
C 0.4532 0.1689 0.5303 -1.8 1.1 -0.5
C -0.6552 1.0441 -0.3226 1.7 -0.3 0.9
C 0.5955 1.6139 0.2801 0.5 1.0 0.1
C 1.4006 -0.7957 -0.0844 0.4 -0.7 -0.9
H -1.5773 1.3804 0.1443 0.1 -0.5 0.1
H 1.0906 -1.8493 -0.0033 -0.1 0.2 0.0
H -1.8063 -0.9840 1.1156 1.8 -0.6 -1.0
H 2.3989 -0.7763 0.3690 -0.2 0.2 0.1
H 1.5469 -0.5841 -1.1559 0.0 0.0 0.3
H 1.3764 1.9053 -0.4194 -0.1 0.0 0.1
H 0.4820 2.2996 1.1158 0.1 -0.1 -0.1
H -0.6760 1.0621 -1.4091 0.0 -0.6 0.2
H 0.1126 -0.0933 1.5284 0.0 0.1 -0.2
H -0.7598 -1.5777 -0.8443 0.8 -0.2 -0.7
```
Positions in Å, forces in eV/Å.

- Frontier orbital gap: 8.27 eV
- Energy above the lowest of the compared OMol25 structures with the same formula, charge and spin: 5.3012 eV
- Electronic energy: -7389.4642 eV
- E_HOMO: -7.47 eV

These are the natural (NBO) partial charges, in e, on atoms 1 to 2: O -0.612; C 0.044